48
Properties=species:S:1:pos:R:3:forces:R:3:lowdin_charge:R:1 method="wB97M-V/def2-TZVPD" homo_lumo_gap_ha=0.3334 smiles="O=C(CSc1cccc(C(F)(F)F)c1)N1CCN(S(=O)(=O)c2ccccc2)CC1" charge=0 homo_energy_ev=-8.60
O 2.383130 0.108435 -2.125512 0.1 -0.3 -0.2 0.045
C 2.153194 0.986235 -1.311871 0.4 0.2 0.1 -0.514
C 3.282460 1.523207 -0.445199 0.0 -0.3 0.4 -0.341
S 3.103685 1.133119 1.328391 0.1 0.3 0.0 0.981
C 3.459281 -0.590089 1.461542 0.0 0.0 -0.2 -0.500
C 3.566318 -1.088078 2.760004 0.0 0.1 -0.1 -0.111
C 3.842402 -2.422281 2.974521 0.0 0.0 0.0 -0.065
C 4.018638 -3.281847 1.901004 0.0 0.0 -0.2 -0.014
C 3.909340 -2.778002 0.614202 0.1 -0.1 0.1 -0.111
C 4.063066 -3.683534 -0.575367 0.0 -0.3 -0.2 -0.584
F 4.839595 -3.152564 -1.531561 0.1 0.2 0.0 0.148
F 4.606744 -4.871223 -0.264386 0.1 -0.1 0.3 0.133
F 2.878732 -3.957662 -1.155805 -0.2 0.1 0.0 0.143
C 3.625050 -1.438657 0.377031 0.1 -0.1 0.1 -0.010
N 0.932471 1.532690 -1.164584 -0.3 0.1 -0.2 -0.048
C 0.501373 2.474601 -0.156734 -0.1 0.0 0.4 -0.133
C -0.440900 1.760870 0.822397 0.3 0.6 0.3 -0.174
N -1.555491 1.154769 0.127089 -1.0 0.6 0.0 -0.229
S -2.796742 2.223357 -0.287007 0.1 -0.5 0.2 0.686
O -2.620548 2.759344 -1.610663 -0.2 -0.2 -0.1 -0.287
O -2.922994 3.148545 0.799315 0.0 -0.1 0.2 -0.277
C -4.184936 1.098516 -0.289840 0.4 0.3 -0.1 -0.284
C -4.548021 0.509972 0.905912 -0.1 -0.1 0.2 -0.055
C -5.617181 -0.369676 0.925621 0.1 0.1 0.1 -0.064
C -6.304727 -0.647551 -0.246609 0.0 0.0 -0.1 -0.072
C -5.931661 -0.048728 -1.439391 0.0 0.0 0.0 -0.066
C -4.862361 0.832798 -1.463344 0.1 0.1 -0.1 -0.059
C -1.148334 0.286153 -0.957578 0.1 -0.2 -0.6 -0.153
C -0.180715 0.986155 -1.918312 -0.2 -0.4 -0.2 -0.105
H 3.340362 2.610499 -0.490856 0.0 0.0 0.0 0.084
H 4.223642 1.098873 -0.794942 -0.1 0.1 -0.1 0.095
H 3.432712 -0.412055 3.590843 0.0 0.0 0.2 0.101
H 3.924947 -2.798198 3.982305 0.0 0.0 0.1 0.108
H 4.239392 -4.325371 2.059462 0.0 -0.1 0.0 0.118
H 3.530432 -1.098048 -0.642026 0.0 0.1 -0.1 0.097
H 1.343642 2.901867 0.382729 -0.1 0.0 -0.1 0.093
H -0.055467 3.277849 -0.652636 0.1 0.0 0.1 0.133
H -0.858053 2.472905 1.534042 0.2 0.0 0.1 0.116
H 0.099669 0.975587 1.360546 -0.1 0.1 -0.1 0.116
H -3.994269 0.756742 1.797190 0.0 -0.1 0.2 0.117
H -5.916040 -0.836626 1.851642 0.0 0.0 0.1 0.107
H -7.138858 -1.332914 -0.228957 -0.1 -0.1 0.0 0.106
H -6.472225 -0.265726 -2.347969 0.0 0.0 -0.1 0.107
H -4.546848 1.324329 -2.370403 0.0 0.0 -0.1 0.114
H -2.048307 -0.025012 -1.489382 0.1 -0.2 -0.1 0.120
H -0.668755 -0.596576 -0.521380 -0.1 0.0 0.0 0.139
H 0.216185 0.280453 -2.649199 -0.1 0.1 0.1 0.128
H -0.703028 1.802547 -2.424273 0.1 -0.1 0.0 0.118

50
Properties=species:S:1:pos:R:3:forces:R:3:lowdin_charge:R:1 method="wB97M-V/def2-TZVPD" homo_lumo_gap_ha=0.2346 charge=+2 homo_energy_ev=-13.61
Ta -0.084633 -0.817725 -0.236679 0.2 0.2 -0.7 1.882
S 0.409107 -3.619273 3.247994 0.0 0.0 0.0 1.144
C 1.702411 -3.966506 2.178240 0.0 0.0 0.0 -0.347
C 1.681610 -3.187284 1.065329 0.1 0.0 0.0 -0.164
C 0.595519 -2.258935 1.066300 0.1 -0.3 0.2 -0.342
C -0.169921 -2.405556 2.212105 -0.2 0.0 0.0 -0.514
C -1.379424 -1.615343 2.391322 -0.1 0.0 0.0 -0.256
C -2.204308 -1.620809 3.501283 0.0 0.0 0.0 0.022
C -3.317194 -0.795555 3.518157 0.0 0.0 0.0 0.006
C -3.583189 0.021065 2.427639 0.0 0.0 0.0 -0.012
C -2.726279 -0.017153 1.349456 0.0 0.1 -0.1 -0.080
N -1.653640 -0.822162 1.325684 0.1 -0.1 -0.1 -0.049
H 2.411019 -4.738072 2.436272 0.0 0.0 0.0 0.088
H 2.411253 -3.263503 0.273936 0.0 0.0 0.0 0.107
H -1.972743 -2.261193 4.341303 0.0 0.0 0.0 0.124
H -3.971184 -0.788334 4.379880 0.0 0.0 0.0 0.132
H -4.437150 0.681777 2.408985 0.0 0.0 0.0 0.125
H -2.878831 0.606214 0.477587 0.0 0.0 0.0 0.114
N -0.595276 0.237278 -4.541873 0.0 0.0 0.0 0.214
C -0.466610 -1.050551 -3.741587 0.0 0.0 0.0 -0.481
C -0.522491 -2.267186 -4.652316 0.0 0.0 0.0 -0.039
P 1.102113 -0.850751 -2.765780 0.1 -0.2 -0.2 0.332
O 2.183727 -1.057812 -3.875545 -0.1 0.0 0.0 -0.045
O 1.129309 -1.872509 -1.627436 -0.1 0.0 0.2 -0.348
O 0.978220 0.480508 -2.104875 -0.1 0.2 0.2 -0.306
P -1.805702 -0.987893 -2.453788 -0.1 0.0 0.1 0.309
O -3.068547 -1.239966 -3.346726 0.0 0.1 0.0 -0.054
O -1.477665 -2.047438 -1.425380 -0.1 -0.2 0.1 -0.337
O -1.701909 0.334883 -1.737819 0.0 -0.1 0.1 -0.329
H 0.144548 0.310767 -5.246943 0.0 0.0 0.0 0.179
H -0.522611 1.039977 -3.899568 0.0 0.0 0.0 0.157
H -1.496055 0.279161 -5.028365 0.0 0.0 0.0 0.178
H 0.302364 -2.262865 -5.365450 0.0 0.0 0.0 0.097
H -1.469596 -2.315598 -5.190073 0.0 0.0 0.0 0.097
H -0.436496 -3.168845 -4.045354 0.0 0.0 0.0 0.111
H 3.121879 -0.962136 -3.649194 0.0 0.0 0.0 0.135
H -3.947388 -1.230676 -2.938831 0.0 0.0 0.0 0.131
C 0.693387 0.792607 0.684820 0.0 0.3 0.1 -0.146
C 1.161683 1.806393 1.199333 -0.1 -0.1 0.0 -0.018
C 1.713094 2.955350 1.801759 0.1 0.1 0.0 -0.247
C 1.606310 3.136639 3.188457 0.0 0.0 0.0 -0.014
C 2.154548 4.262008 3.771043 0.0 0.0 0.0 -0.050
C 2.807636 5.203569 2.983404 0.0 0.0 0.0 -0.038
C 2.916420 5.027702 1.608292 0.0 0.0 0.0 -0.051
C 2.372098 3.908210 1.011102 0.0 0.0 0.0 -0.013
H 1.100880 2.392866 3.789404 0.0 0.0 0.0 0.121
H 2.077487 4.408509 4.839428 0.0 0.0 0.0 0.117
H 3.236974 6.082199 3.445938 0.0 0.0 0.0 0.119
H 3.427449 5.766137 1.006290 0.0 0.0 0.0 0.116
H 2.447798 3.757810 -0.057157 0.0 0.0 0.0 0.121

49
Properties=species:S:1:pos:R:3:forces:R:3:lowdin_charge:R:1 method="wB97M-V/def2-TZVPD" s_squared=0.755 homo_lumo_gap_ha="0.2648 / 0.2068" charge=-1 spin_multiplicity=2 homo_energy_ev="-4.90 / -4.84"
Ru -0.964977 -0.169246 -0.873838 -0.1 -0.2 0.7 0.879
C 0.074826 -0.580508 3.960859 0.0 0.0 0.0 -0.048
C -0.713675 0.147699 2.908004 0.0 0.0 0.0 -0.265
C -2.059394 -0.173875 2.691850 0.0 0.0 0.1 -0.027
C -2.787641 0.404054 1.677987 0.0 0.0 -0.1 -0.283
C -4.217725 0.013936 1.448545 0.0 0.0 0.0 -0.047
C -2.155847 1.350867 0.846751 0.0 -0.1 -0.2 -0.089
C -0.849981 1.769309 1.105505 0.1 0.0 0.0 -0.321
C -0.325156 3.058359 0.525335 0.0 0.0 0.0 -0.081
C -0.135589 1.129306 2.134701 0.0 0.1 0.0 -0.049
H -0.426318 -0.542470 4.929995 0.0 0.0 0.0 0.076
H 1.072142 -0.154347 4.071968 0.0 0.0 0.0 0.071
H 0.185825 -1.632964 3.690942 0.0 0.0 0.0 0.082
H -2.531008 -0.927851 3.313973 0.0 0.0 0.0 0.127
H -4.764360 -0.009056 2.393581 0.0 0.0 0.0 0.079
H -4.264430 -0.977005 0.997843 0.0 0.0 0.0 0.071
H -4.714153 0.700221 0.764932 0.0 0.0 0.0 0.080
H -2.739268 1.869867 0.093898 0.0 0.0 0.0 0.124
H -0.892605 3.893814 0.942880 0.0 0.0 0.0 0.085
H -0.419406 3.107655 -0.557231 0.0 0.0 0.0 0.007
H 0.721516 3.214202 0.793322 0.0 0.0 0.0 0.073
H 0.886158 1.436025 2.335878 0.0 0.0 0.0 0.111
S -2.130123 0.549214 -4.006546 -0.1 0.0 -0.1 0.801
C -0.523852 1.087208 -4.002682 0.1 0.0 0.2 -1.131
S 0.001329 1.404355 -2.383332 -0.1 0.0 -0.3 0.644
C 0.258725 1.299957 -5.118466 -0.1 0.1 0.1 -0.383
C -0.267949 1.099679 -6.425963 0.0 0.0 0.0 -0.259
N -0.693763 0.938774 -7.485369 0.0 0.0 0.0 0.132
C 1.601567 1.758333 -5.000518 -0.1 0.0 0.1 -0.266
N 2.686410 2.133886 -4.905868 0.1 0.0 0.0 0.130
C 4.899111 -1.785143 0.908400 0.0 0.0 0.0 -0.048
C 3.513329 -1.361949 0.513687 0.0 0.0 0.0 -0.268
C 3.179889 -0.024149 0.355747 0.0 0.0 0.0 -0.014
C 1.905284 0.323190 -0.046582 0.0 0.0 -0.1 -0.151
N 0.947822 -0.576666 -0.293193 0.2 0.0 0.0 -0.095
C 1.260286 -1.872283 -0.146521 0.0 0.0 0.0 -0.087
C 2.514490 -2.290863 0.253446 0.0 0.0 0.0 -0.009
H 5.390411 -1.020863 1.509843 0.0 0.0 0.0 0.076
H 5.511989 -1.951005 0.019703 0.0 0.0 0.0 0.087
H 4.881310 -2.715634 1.475285 0.0 0.0 0.0 0.077
H 3.909854 0.755556 0.533000 0.0 0.0 0.0 0.116
H 1.633776 1.358363 -0.195669 0.0 0.0 0.0 0.071
H 0.462509 -2.566809 -0.361115 0.0 0.0 0.0 0.092
H 2.705678 -3.351689 0.354022 0.0 0.0 0.0 0.115
O -3.196156 -0.689798 -1.384647 0.1 0.0 -0.2 -0.550
Se -2.430838 -2.149572 -1.178839 0.0 -0.1 -0.1 0.776
O -1.039855 -1.900196 -2.105249 -0.1 0.0 -0.1 -0.551
O -1.698164 -1.872784 0.303772 -0.2 -0.1 0.0 -0.515
O -3.262000 -3.507098 -1.384027 0.2 0.3 0.0 -0.444

46
Properties=species:S:1:pos:R:3:forces:R:3:lowdin_charge:R:1 method="wB97M-V/def2-TZVPD" homo_lumo_gap_ha=0.3486 smiles="Cc1ccc(C)c(S(=O)(=O)Nc2ccccc2C(=O)Nc2cc(C)on2)c1" charge=0 homo_energy_ev=-9.09
C 1.531755 -4.970799 -0.469736 0.0 0.0 0.0 -0.045
C 1.366292 -3.771811 0.410578 0.0 0.2 0.0 -0.263
C 0.837138 -3.896462 1.693799 0.0 0.1 -0.1 -0.024
C 0.695623 -2.798631 2.517418 0.1 0.0 -0.1 -0.021
C 1.066318 -1.517044 2.105070 0.0 0.1 0.1 -0.233
C 0.898894 -0.351005 3.016398 -0.1 0.2 0.2 -0.045
C 1.575586 -1.408661 0.819236 0.0 0.5 -0.3 -0.226
S 2.095553 0.116873 0.050729 -0.4 -0.1 -0.3 0.718
O 3.471613 0.031931 -0.319646 0.1 -0.2 -0.1 -0.261
O 1.680544 1.300464 0.765896 0.0 -0.2 0.4 -0.297
N 1.156728 0.057275 -1.378844 0.4 -0.6 0.8 -0.049
C 1.263589 1.252083 -2.122096 0.1 0.7 -0.4 -0.257
C 2.462663 1.497808 -2.781459 0.0 0.1 -0.1 -0.015
C 2.613214 2.633478 -3.554582 0.0 0.0 0.0 -0.060
C 1.560571 3.523333 -3.702988 0.0 0.0 0.0 -0.070
C 0.367506 3.285662 -3.048930 0.0 -0.1 0.1 -0.010
C 0.216432 2.173109 -2.226284 0.2 -0.1 -0.2 -0.079
C -1.089943 2.004693 -1.524331 0.0 0.0 0.2 -0.407
O -2.157087 2.143642 -2.081461 -0.1 0.1 -0.1 0.097
N -0.965197 1.689610 -0.193023 0.3 0.0 0.1 0.162
C -2.022954 1.444353 0.651248 -1.0 -0.3 0.7 -0.282
C -3.417503 1.567884 0.405434 -0.2 -0.1 0.5 0.062
C -3.987001 1.180136 1.582224 0.3 0.2 -0.7 -0.310
C -5.400689 1.073072 2.015170 0.2 -0.1 0.2 0.000
O -3.022785 0.847325 2.457779 -0.8 0.0 0.1 0.014
N -1.806115 1.011551 1.873799 0.9 0.2 -0.6 0.101
C 1.733610 -2.504653 -0.011965 0.0 -0.4 -0.1 -0.032
H 1.927780 -4.686443 -1.440275 0.0 0.0 -0.1 0.077
H 2.214206 -5.684319 -0.010123 0.1 -0.1 0.0 0.084
H 0.575463 -5.471620 -0.613247 0.0 -0.1 -0.1 0.083
H 0.540872 -4.872693 2.049722 0.0 -0.1 0.1 0.118
H 0.290714 -2.925495 3.510446 0.0 0.0 0.1 0.116
H 0.831070 -0.684782 4.048853 0.0 0.0 0.1 0.085
H 1.721428 0.349666 2.911628 0.0 0.0 0.2 0.075
H -0.019469 0.185450 2.763787 0.1 0.0 0.1 0.050
H 0.199543 -0.155089 -1.125683 -0.1 -0.1 0.1 0.112
H 3.266713 0.790106 -2.663218 0.1 -0.1 -0.1 0.111
H 3.551949 2.816925 -4.054875 0.1 0.0 0.0 0.107
H 1.671013 4.399467 -4.323322 0.0 0.1 0.0 0.104
H -0.464110 3.967142 -3.147421 -0.1 0.0 0.0 0.121
H -0.042176 1.675042 0.249038 -0.1 0.1 -0.2 0.104
H -3.883125 1.892980 -0.498485 -0.2 0.1 -0.1 0.105
H -5.657197 0.031774 2.205182 -0.1 0.0 0.0 0.089
H -5.551327 1.629085 2.938563 -0.1 0.0 0.0 0.089
H -6.051835 1.467558 1.241642 0.0 0.0 0.0 0.087
H 2.154134 -2.339968 -0.991644 0.0 -0.2 -0.2 0.116

46
Properties=species:S:1:pos:R:3:forces:R:3:lowdin_charge:R:1 method="wB97M-V/def2-TZVPD" homo_lumo_gap_ha=0.3115 smiles="Cc1cc(C)c2c(c1)cc(C)c1nnc(SCC(=O)Nc3cc(C)on3)n12" charge=0 homo_energy_ev=-8.14
C 2.513819 2.675486 1.267565 0.0 0.0 0.0 -0.040
C 1.931039 1.473226 0.592769 0.0 0.0 -0.1 -0.270
C 2.098812 0.209617 1.156106 -0.2 0.0 -0.2 -0.007
C 1.580055 -0.942800 0.591657 0.0 0.0 0.0 -0.190
C 1.993579 -2.251340 1.194676 0.1 0.0 0.1 -0.079
C 0.804787 -0.820818 -0.572788 0.3 0.9 0.3 -0.091
C 0.753224 0.425280 -1.242508 0.1 -0.2 0.5 -0.131
C 1.291023 1.558868 -0.623464 0.1 -0.3 0.0 0.000
C 0.257901 0.508327 -2.581495 -0.2 -0.4 -0.5 0.031
C -0.129211 -0.590731 -3.270114 0.2 0.7 0.1 -0.195
C -0.530259 -0.606776 -4.704312 0.0 0.0 0.0 -0.035
C -0.236603 -1.798243 -2.528065 0.1 -0.2 0.5 -0.238
N -0.832354 -2.913141 -2.895676 0.0 0.7 -1.0 0.085
N -0.929417 -3.690837 -1.831203 -0.1 -0.6 0.6 0.029
C -0.385832 -3.083601 -0.810713 0.1 -0.2 0.8 -0.611
S -0.684082 -3.668433 0.814326 -0.4 -0.1 0.0 0.985
C -2.368285 -2.956220 0.960714 0.3 -0.2 -0.3 -0.332
C -2.245416 -1.450531 0.850178 -0.1 -0.3 0.2 -0.538
O -2.680841 -0.816865 -0.080968 -0.1 0.1 -0.2 0.095
N -1.546249 -0.904908 1.887913 0.1 0.0 0.5 0.148
C -1.216104 0.424341 2.027397 0.2 1.0 0.1 -0.309
C -1.567161 1.526030 1.207250 0.2 0.4 0.3 0.056
C -0.974727 2.585046 1.832517 -0.4 -0.7 -0.4 -0.318
C -0.948304 4.036109 1.529983 0.0 -0.1 0.2 0.003
O -0.327679 2.151360 2.926522 0.0 0.8 -0.2 -0.014
N -0.478591 0.809364 3.043935 -0.2 -1.3 0.2 0.111
N 0.125561 -1.862001 -1.192255 -0.4 -0.5 -1.0 0.102
H 2.254062 3.586229 0.734144 0.0 0.1 0.0 0.076
H 2.150514 2.744846 2.291319 0.0 0.1 0.1 0.077
H 3.599535 2.593406 1.305564 0.1 0.1 0.0 0.085
H 2.679575 0.118145 2.062086 0.1 0.0 0.1 0.130
H 1.419010 -2.480347 2.089702 0.0 -0.1 0.0 0.054
H 1.883239 -3.076152 0.495474 0.1 -0.1 0.0 0.056
H 3.041384 -2.187239 1.483669 0.1 0.0 0.0 0.087
H 1.222822 2.505968 -1.138650 0.0 0.1 -0.1 0.120
H 0.264744 1.477036 -3.058863 0.0 0.1 -0.1 0.122
H -1.480640 -1.124559 -4.811892 -0.1 0.0 -0.1 0.082
H 0.206709 -1.160026 -5.285227 0.0 0.0 -0.1 0.090
H -0.608640 0.403618 -5.096251 0.0 0.0 0.0 0.079
H -2.986289 -3.351803 0.155673 0.0 0.1 0.1 0.091
H -2.747872 -3.269384 1.931725 -0.1 0.0 0.0 0.084
H -1.171144 -1.510743 2.605411 0.0 0.0 -0.2 0.144
H -2.153843 1.504717 0.315773 -0.1 0.1 -0.2 0.112
H -1.889420 4.498157 1.826241 0.0 0.1 0.0 0.089
H -0.140256 4.509509 2.080762 0.1 0.1 0.0 0.086
H -0.812174 4.192814 0.463392 0.0 0.0 -0.1 0.086